The following is a quantum chemistry calculation of F5Li2Sr2 as an isolated structure in a non-equilibrium geometry, from OMol25.

Its total charge is +1. The HOMO energy is -0.4339 hartree. Its gap between HOMO and LUMO is 0.2451 hartree. For the energy relative to the best compared isomer or geometry (same formula, charge and spin), the calculation gives 0.000 eV. The calculation puts the max |F| at 3.0 eV/Å.

Positions of all 9 atoms, in Å:
Sr: 2.185 0.581 -1.835
Sr: 0.689 -0.960 2.616
Li: -2.434 0.729 0.052
Li: 0.129 -0.254 -0.174
F: -1.119 0.739 1.775
F: 0.878 -1.615 -1.477
F: -1.838 -1.138 -0.496
F: 1.910 0.414 0.791
F: -0.400 1.504 -1.254

Cartesian forces, eV/Å:
-2.618 -0.950 1.091
-1.202 2.154 -1.702
1.356 -1.132 -0.174
-2.052 0.086 -1.310
1.277 -1.589 0.355
1.591 2.302 0.536
0.441 1.402 1.173
-0.589 -1.231 -0.135
1.797 -1.042 0.166